[1]
The following is a quantum chemistry calculation of the molecule C5H7N3 at a distorted geometry, from the OMol25 dataset.

Results
gap between HOMO and LUMO (alpha / beta): 6.37 / 6.37 eV
energy: -358.74990 hartree
HOMO (alpha / beta): -7.1 / -7.1 eV
LUMO energy (alpha / beta): -0.7397 / -0.7418 eV

```
! wB97M-V def2-TZVPD RIJCOSX def2/J DEFGRID3
* xyz 0 1
C -0.891 -2.475 -0.882
C -1.358 -1.975 0.346
C 0.082 -1.607 -1.314
C -0.525 -0.902 0.727
C 1.494 2.031 1.323
N 0.295 -0.679 -0.349
N 0.695 1.240 0.609
N 1.146 0.391 -0.365
H -1.128 -3.415 -1.314
H -2.201 -2.152 1.005
H 0.718 -1.796 -2.088
H 0.994 2.747 2.004
H 2.541 1.855 1.319
H -0.354 0.974 0.899
H 2.148 0.088 -0.203
*
```



[2]
The following is a quantum chemistry calculation of the molecule C5H7N3 at a distorted geometry, from the OMol25 dataset.

Results
gap between HOMO and LUMO: 10.56 eV
energy: -358.94120 hartree
SMILES string: CN(CC#N)CC#N
HOMO: -10.0 eV
LUMO energy: 0.5254 eV

```
! wB97M-V def2-TZVPD RIJCOSX def2/J DEFGRID3
* xyz 0 1
C -1.293 0.580 1.155
C 0.852 1.292 0.092
C 1.751 0.286 0.721
C -0.909 0.213 -1.247
C -0.960 -1.226 -1.018
H -0.988 -0.416 1.579
H -1.116 1.337 1.944
H -2.339 0.570 0.898
H 1.305 1.506 -0.866
H 0.948 2.214 0.647
H -0.219 0.419 -2.063
H -1.889 0.541 -1.553
N -0.562 1.005 -0.090
N 2.513 -0.517 1.013
N -0.858 -2.351 -0.753
*
```



[3]
The following is a quantum chemistry calculation of the molecule C5H7N3 at a distorted geometry, from the OMol25 dataset.

Results
gap between HOMO and LUMO: 9.87 eV
energy: -358.84179 hartree
SMILES string: C1=NCC2CN=CN12
HOMO: -9.0 eV
LUMO energy: 0.8715 eV

```
! wB97M-V def2-TZVPD RIJCOSX def2/J DEFGRID3
* xyz 0 1
C -1.352 0.313 0.599
C 0.195 1.713 0.295
C 1.578 0.084 -0.708
C -0.130 -1.283 -0.726
C -0.210 -0.470 0.525
H -1.982 -0.205 1.451
H -1.849 0.291 -0.383
H 0.813 2.547 0.338
H 2.749 0.284 -0.493
H -0.790 -1.097 -1.447
H -0.416 -2.394 -0.456
H 0.318 -0.972 1.372
N -0.949 1.757 0.647
N 0.831 0.420 0.307
N 1.193 -0.987 -1.322
*
```



[4]
The following is a quantum chemistry calculation of the molecule C5H7N3 at a distorted geometry, from the OMol25 dataset.

Results
gap between HOMO and LUMO: 8.73 eV
energy: -358.91864 hartree
SMILES string: [H]/N=c1/ccccn1N
HOMO: -7.9 eV
LUMO energy: 0.8673 eV

```
! wB97M-V def2-TZVPD RIJCOSX def2/J DEFGRID3
* xyz 0 1
C 1.292 0.640 0.155
C 1.291 0.201 1.396
C 0.218 -0.582 1.911
C -0.785 -0.847 1.067
C -0.809 -0.390 -0.299
H 0.578 0.357 -2.654
H -0.452 1.499 -2.082
H 2.026 1.175 -0.461
H 2.078 0.331 2.202
H 0.226 -0.942 2.937
H -1.730 -1.179 1.452
H -1.796 0.042 -1.776
N 0.412 0.945 -1.911
N 0.262 0.326 -0.684
N -1.840 -0.617 -0.975
*
```



[5]
The following is a quantum chemistry calculation of a structure of composition C5H7N3O at a distorted geometry, from the OMol25 dataset.

Results
gap between HOMO and LUMO: 8.81 eV
energy: -433.91791 hartree
HOMO: -8.7 eV
LUMO energy: 0.1387 eV

```
! wB97M-V def2-TZVPD RIJCOSX def2/J DEFGRID3
* xyz 0 1
C -1.821 -0.035 -0.290
C -1.588 0.692 1.132
C 1.263 0.084 0.407
C 0.480 -0.902 -0.242
C 0.530 -0.828 -1.823
H -2.536 0.912 1.499
H 1.483 1.236 2.269
H 1.698 0.737 -0.313
H 2.200 -0.207 0.671
H 0.127 -1.693 0.376
H 1.166 0.038 -2.514
H 0.432 -1.805 -2.789
N -0.533 1.050 1.928
N 0.722 0.545 1.569
N -0.717 -0.218 -0.942
O -2.906 0.396 -0.936
*
```



[6]
The following is a quantum chemistry calculation of the molecule C5H7N3O at a distorted geometry, from the OMol25 dataset.

Results
gap between HOMO and LUMO: 9.78 eV
energy: -434.17393 hartree
SMILES string: Cc1ncn(N)c1C=O
HOMO: -9.4 eV
LUMO energy: 0.4250 eV

```
! wB97M-V def2-TZVPD RIJCOSX def2/J DEFGRID3
* xyz 0 1
C -0.200 1.836 0.107
C 0.288 -0.353 0.262
C -1.054 -0.175 0.103
C 1.222 -1.500 -0.019
C -2.224 -1.072 0.076
N -1.338 1.164 0.059
N 0.827 0.993 0.222
N 2.121 1.472 -0.042
O 2.420 -1.482 -0.088
H -0.222 2.888 -0.214
H 0.501 -2.341 -0.256
H -2.068 -2.080 -0.253
H -2.670 -1.297 1.037
H -2.944 -0.693 -0.617
H 2.506 1.298 -0.977
H 2.834 1.341 0.602
*
```



[7]
The following is a quantum chemistry calculation of the molecule C5H7N3O at a distorted geometry, from the OMol25 dataset.

Results
gap between HOMO and LUMO: 10.70 eV
energy: -434.18447 hartree
SMILES string: CNC(=O)N1C[C@@H]1C#N
HOMO: -10.0 eV
LUMO energy: 0.7335 eV

```
! wB97M-V def2-TZVPD RIJCOSX def2/J DEFGRID3
* xyz 0 1
C -2.571 0.627 -0.042
C -0.374 -0.475 0.335
C 1.904 -1.321 0.238
C 1.808 -0.007 -0.548
C 1.803 1.222 0.201
H -3.317 -0.222 -0.104
H -2.920 1.426 -0.684
H -2.418 0.946 0.997
H -0.992 0.220 -1.424
H 1.917 -1.180 1.357
H 2.483 -2.234 -0.069
H 2.019 0.130 -1.586
N -1.200 0.299 -0.437
N 0.670 -0.996 -0.407
N 1.794 2.296 0.685
O -0.606 -0.731 1.489
*
```



[8]
The following is a quantum chemistry calculation of the molecule C5H7N3O at a distorted geometry, from the OMol25 dataset.

Results
gap between HOMO and LUMO: 9.20 eV
energy: -434.12472 hartree
SMILES string: CC(=O)Nc1ncc[nH]1
HOMO: -8.7 eV
LUMO energy: 0.4889 eV

```
! wB97M-V def2-TZVPD RIJCOSX def2/J DEFGRID3
* xyz 0 1
C 3.187 -0.467 0.171
C 1.851 0.145 -0.099
C -0.520 -0.130 0.265
C -2.722 -0.452 -0.420
C -2.462 0.751 0.226
H 3.339 -0.306 1.247
H 3.288 -1.220 -0.333
H 3.990 0.195 -0.556
H 0.992 -1.538 0.972
H -1.388 -1.744 -0.794
H -3.584 -0.859 -0.761
H -3.380 1.510 0.403
N 0.783 -0.550 0.456
N -1.436 -1.003 -0.374
N -1.170 0.883 0.634
O 1.688 1.196 -0.756
*
```



[9]
The following is a quantum chemistry calculation of a cluster of 2 separate species, C5H7N3O2 in total at a distorted geometry, from the OMol25 dataset.

Results
gap between HOMO and LUMO: 9.03 eV
energy: -509.44633 hartree
SMILES string: COc1[nH]cnc1C#N.O
HOMO: -9.0 eV
LUMO energy: 0.0691 eV

```
! wB97M-V def2-TZVPD RIJCOSX def2/J DEFGRID3
* xyz 0 1
C -3.828 2.383 1.699
O -2.590 1.828 1.258
C -1.646 2.651 0.856
C -0.405 2.342 0.313
N 0.198 3.514 -0.115
C -0.574 4.485 0.285
N -1.734 4.008 0.828
C 0.253 1.081 0.363
N 0.830 0.088 0.534
H -4.465 1.538 1.967
H -3.669 3.020 2.580
H -4.304 2.957 0.891
H -0.320 5.542 0.305
H -2.515 4.576 1.134
O 2.780 4.627 -0.452
H 1.890 4.221 -0.486
H 2.791 5.153 0.358
*
```



[10]
The following is a quantum chemistry calculation of the molecule C5H7N3OS at a distorted geometry, from the OMol25 dataset.

Results
gap between HOMO and LUMO (alpha / beta): 6.53 / 7.50 eV
energy: -832.30685 hartree
HOMO (alpha / beta): -7.5 / -7.7 eV
LUMO energy (alpha / beta): -1.0203 / -0.2413 eV

```
! wB97M-V def2-TZVPD RIJCOSX def2/J DEFGRID3
* xyz 0 1
C 1.060 2.702 0.173
C 1.849 0.701 -0.141
C 0.462 0.598 0.148
C 2.883 -1.935 0.002
C -1.669 -0.318 0.539
N 2.191 2.101 -0.001
N 0.003 1.903 0.353
N -0.247 -0.470 0.294
O -2.330 0.226 -0.664
S 3.249 -0.301 -0.156
H 0.877 3.753 0.109
H 3.862 -2.563 -0.192
H 1.900 -2.289 0.057
H -1.885 0.353 1.376
H -2.032 -1.329 0.635
H -1.001 2.175 0.487
H -1.722 0.939 -1.007
*
```



[11]
The following is a quantum chemistry calculation of the molecule C5H7N3S at a distorted geometry, from the OMol25 dataset.

Results
gap between HOMO and LUMO: 9.30 eV
energy: -757.10220 hartree
SMILES string: CC1=N[C@@H]2SC=NN2C1
HOMO: -8.4 eV
LUMO energy: 0.9042 eV

```
! wB97M-V def2-TZVPD RIJCOSX def2/J DEFGRID3
* xyz 0 1
C -0.516 -0.501 -2.611
C 0.087 -0.032 1.075
C 0.957 0.771 0.116
C -1.269 0.663 -0.443
C 0.587 -0.912 2.110
N 0.397 0.148 -2.130
N -1.140 0.049 0.767
N 0.128 0.875 -1.011
S -2.108 -0.385 -1.731
H -0.569 -1.086 -3.467
H 0.978 1.761 0.593
H 1.961 0.351 -0.031
H -1.657 1.609 -0.238
H -0.099 -0.987 2.878
H 1.474 -0.444 2.456
H 0.789 -1.880 1.666
*
```



[12]
The following is a quantum chemistry calculation of the ion C5H7N4O with charge +1 at a distorted geometry, from the OMol25 dataset.

Results
gap between HOMO and LUMO: 7.66 eV
energy: -488.67365 hartree
SMILES string: O=c1cc2n([nH]1)CNC=[NH+]2
HOMO: -12.3 eV
LUMO energy: -4.6383 eV

```
! wB97M-V def2-TZVPD RIJCOSX def2/J DEFGRID3
* xyz 1 1
C 0.867 -2.199 -0.981
C -1.189 0.762 -0.912
C 0.342 -0.976 -0.773
C 1.631 -2.616 0.206
C 0.197 0.743 1.119
N -0.791 1.265 0.253
N 1.607 -1.419 0.953
N 0.669 -0.510 0.498
N -0.551 -0.240 -1.498
O 2.297 -3.559 0.417
H 0.857 -2.741 -1.821
H -2.016 1.355 -1.434
H 0.894 1.533 1.279
H -0.117 0.717 2.142
H -1.152 2.105 0.586
H 1.951 -1.397 1.914
H -0.675 -0.649 -2.454
*
```



[13]
The following is a quantum chemistry calculation of the ion C5H7N4O with charge +1 at a distorted geometry, from the OMol25 dataset.

Results
gap between HOMO and LUMO: 8.87 eV
energy: -488.64668 hartree
HOMO: -12.9 eV
LUMO energy: -4.0686 eV

```
! wB97M-V def2-TZVPD RIJCOSX def2/J DEFGRID3
* xyz 1 1
C -0.376 -2.041 -1.195
C -0.253 -0.938 -0.362
C 0.106 0.119 -1.166
C 0.368 1.832 0.484
C -0.438 -0.194 1.723
N -0.131 -1.664 -2.434
N 0.161 -0.369 -2.430
N 0.378 1.418 -0.764
N 0.018 1.151 1.560
O 0.372 -0.865 2.561
H -0.632 -3.055 -0.965
H 0.672 2.859 0.652
H -1.513 -0.296 1.847
H 0.389 0.087 -3.302
H 0.644 2.078 -1.486
H 0.225 1.598 2.453
H 0.011 -1.722 2.825
*
```



[14]
The following is a quantum chemistry calculation of the ion C5H7N4O with charge +1 at a distorted geometry, from the OMol25 dataset.

Results
gap between HOMO and LUMO: 8.93 eV
energy: -488.68937 hartree
SMILES string: O[C@H]1[NH+]=CNc2[nH]ncc21
HOMO: -13.5 eV
LUMO energy: -4.6057 eV

```
! wB97M-V def2-TZVPD RIJCOSX def2/J DEFGRID3
* xyz 1 1
C 1.596 1.376 0.112
C 0.439 0.544 0.285
C 0.861 -0.707 0.004
C -1.322 -1.566 -0.065
C -0.978 0.765 0.458
N 2.624 0.566 -0.036
N 2.195 -0.675 -0.094
N 0.029 -1.835 -0.028
N -1.833 -0.404 0.216
O -1.486 1.942 -0.567
H 1.572 2.424 0.206
H -1.917 -2.309 -0.554
H -1.346 1.316 1.352
H 2.903 -1.352 -0.414
H 0.394 -2.557 -0.633
H -2.876 -0.167 0.205
H -0.856 2.639 -0.448
*
```



[15]
The following is a quantum chemistry calculation of the ion C5H7N4OS2 with charge +1 at a distorted geometry, from the OMol25 dataset.

Results
gap between HOMO and LUMO: 7.65 eV
energy: -1284.84383 hartree
SMILES string: S=C1C=C[NH2+]N[C@]2(S)C=NON12
HOMO: -12.5 eV
LUMO energy: -4.8503 eV

```
! wB97M-V def2-TZVPD RIJCOSX def2/J DEFGRID3
* xyz 1 1
C 0.447 1.998 -0.500
C -0.807 1.898 -0.097
C 0.412 -2.434 0.148
C 1.487 0.992 -0.174
C -0.033 -0.942 0.003
N 1.645 -2.401 0.352
N -1.145 -0.520 0.721
N 1.084 -0.196 0.247
N -1.193 0.858 0.966
O 2.114 -1.213 0.598
S 3.083 1.498 -0.297
S -0.679 -0.756 -1.949
H 0.738 2.774 -1.175
H -1.539 2.591 -0.385
H -0.134 -3.376 0.114
H -1.882 -1.033 0.294
H -0.612 1.205 1.878
H -2.224 1.199 1.198
H -0.758 -2.141 -1.944
*
```



[16]
The following is a quantum chemistry calculation of the molecule C5H7NO at a distorted geometry, from the OMol25 dataset.

Results
gap between HOMO and LUMO: 9.50 eV
energy: -324.61242 hartree
HOMO: -8.8 eV
LUMO energy: 0.6568 eV

```
! wB97M-V def2-TZVPD RIJCOSX def2/J DEFGRID3
* xyz 0 1
C 1.185 -0.560 1.378
C 0.185 -0.538 0.274
C -1.121 -0.182 0.426
N -1.779 -0.110 -0.874
C -0.667 0.766 -1.149
O -0.701 1.955 -0.911
C 0.537 -0.200 -1.170
H 1.882 -1.400 1.268
H 0.681 -0.658 2.344
H 1.782 0.361 1.377
H -1.318 0.754 0.989
H -2.627 0.444 -0.789
H 1.489 0.336 -1.219
H 0.472 -0.968 -1.944
*
```



[17]
The following is a quantum chemistry calculation of the molecule C5H7NO, from the OMol25 dataset.

Results
gap between HOMO and LUMO: 10.56 eV
energy: -324.68688 hartree
SMILES string: [H]/N=C1/CC=CCO1
HOMO: -9.7 eV
LUMO energy: 0.8882 eV

```
! wB97M-V def2-TZVPD RIJCOSX def2/J DEFGRID3
* xyz 0 1
O -1.088 -0.747 -0.473
C -0.830 -0.478 0.838
C 0.004 0.740 1.141
C 1.086 0.956 0.123
C 1.034 0.370 -1.067
C -0.100 -0.518 -1.476
N -1.346 -1.161 1.768
H 0.409 0.621 2.149
H -0.664 1.613 1.173
H 1.914 1.608 0.388
H 1.818 0.512 -1.807
H 0.282 -1.499 -1.791
H -0.628 -0.089 -2.336
H -1.891 -1.928 1.369
*
```



[18]
The following is a quantum chemistry calculation of a structure of composition C5H7NO, from the OMol25 dataset.

Results
gap between HOMO and LUMO: 9.04 eV
energy: -324.49569 hartree
HOMO: -8.6 eV
LUMO energy: 0.3954 eV

```
! wB97M-V def2-TZVPD RIJCOSX def2/J DEFGRID3
* xyz 0 1
O -0.330 -0.763 1.782
C -1.856 -0.120 1.313
C -1.368 0.189 -0.007
C -0.177 -0.318 0.233
C 1.184 -0.492 -0.271
C 1.532 0.339 -1.443
N 2.164 0.597 -0.155
H -0.400 -1.729 1.874
H -2.592 -0.920 1.448
H -2.024 0.697 2.016
H 1.621 -1.487 -0.182
H 0.768 1.024 -1.806
H 2.188 -0.068 -2.203
H 1.716 1.395 0.286
*
```



[19]
The following is a quantum chemistry calculation of a structure of composition C5H7NO at a distorted geometry, from the OMol25 dataset.

Results
gap between HOMO and LUMO: 9.64 eV
energy: -324.53985 hartree
HOMO: -8.8 eV
LUMO energy: 0.8597 eV

```
! wB97M-V def2-TZVPD RIJCOSX def2/J DEFGRID3
* xyz 0 1
O 2.404 0.127 0.330
C 1.276 0.420 -0.437
C 0.183 -0.642 -0.610
C -0.390 -0.468 0.811
C -1.771 -0.176 0.166
N -0.840 0.488 -0.810
C 0.074 0.929 0.348
H 2.955 -0.493 -0.162
H 1.493 0.995 -1.353
H 0.157 -1.543 -1.229
H -0.706 -1.016 1.660
H -2.361 -1.015 -0.255
H -2.471 0.511 0.682
H -0.076 1.881 0.861
*
```



[20]
The following is a quantum chemistry calculation of the molecule C5H7NO at a distorted geometry, from the OMol25 dataset.

Results
gap between HOMO and LUMO: 8.16 eV
energy: -324.51750 hartree
SMILES string: C=C1C(=O)[C@H]1NC
HOMO: -8.1 eV
LUMO energy: 0.0844 eV

```
! wB97M-V def2-TZVPD RIJCOSX def2/J DEFGRID3
* xyz 0 1
C -0.090 1.574 -0.891
N 0.491 1.264 0.400
C 1.082 -0.658 0.048
C 0.328 -0.177 1.221
C -1.348 -1.865 0.042
C -0.243 -1.204 0.355
O 2.213 -1.070 -0.208
H 1.353 1.763 0.587
H 0.577 -0.237 2.274
H 0.571 1.308 -1.726
H -1.029 1.031 -1.011
H -0.277 2.645 -0.950
H -2.208 -1.887 0.698
H -1.420 -2.487 -0.838
*
```